A molecular structure, C27H72AsF6N6O18 in a non-equilibrium geometry. Source: the Open Molecules 2025 dataset; level of theory: the ωB97M-V functional and the def2-TZVPD basis.

Element x y z (Å)
C1 13.693879 13.449759 16.834396
C2 14.140705 13.785096 18.275940
C3 15.257285 12.953391 18.863512
O1 15.747923 13.502120 20.136065
C4 15.143704 12.995157 21.329039
N1 14.649648 15.238599 18.193552
H1 15.192258 15.326640 17.346247
H2 13.881272 15.892208 18.143685
H3 15.268942 15.462326 18.959403
H4 12.713309 13.819857 16.535024
H5 13.641672 12.370098 16.694007
H6 14.401281 13.790152 16.078206
H7 13.402905 13.753584 19.077654
H8 16.144941 13.091660 18.246221
H9 15.145732 11.870192 18.815305
H10 15.249404 11.925358 21.509199
H11 14.092158 13.279862 21.293150
H12 15.627309 13.525276 22.149545
C5 5.427541 17.946116 10.639390
C6 5.646256 17.385714 12.057672
C7 4.762439 17.974363 13.203108
O2 5.320685 17.373541 14.348793
C8 5.012716 18.074962 15.550600
N2 5.486191 15.863533 11.826006
H13 4.488031 15.749349 11.722396
H14 5.815776 15.563162 10.919780
H15 5.881207 15.283618 12.552474
H16 6.245341 17.700307 9.961980
H17 5.560507 19.007268 10.850014
H18 4.414511 17.839807 10.251362
H19 6.702088 17.454606 12.319524
H20 3.709819 17.755240 13.024001
H21 4.877015 19.045682 13.368196
H22 5.336533 17.427747 16.365673
H23 3.963817 18.351264 15.443055
H24 5.661573 18.946845 15.633745
C9 2.209318 10.005349 18.790917
C10 2.846516 11.420696 19.088319
C11 4.433300 11.419344 19.207060
O3 4.909604 10.845213 18.011348
C12 6.315310 10.996674 17.890968
N3 2.326516 12.434499 18.089084
H25 1.417150 12.132330 17.769936
H26 2.197531 13.318564 18.560129
H27 2.863038 12.783784 17.307900
H28 2.659856 9.393578 19.572487
H29 2.473094 9.657068 17.792310
H30 1.170660 10.004489 19.121529
H31 2.526052 11.824728 20.048616
H32 4.718212 10.810302 20.064955
H33 4.810332 12.439321 19.281798
H34 6.767021 11.977670 17.743692
H35 6.670260 10.512381 16.981257
H36 6.884949 10.525213 18.691806
C13 4.439811 19.299345 22.963168
C14 5.760038 19.020183 22.231768
C15 5.969618 19.508570 20.814262
O4 7.325799 19.347192 20.417912
C16 7.658661 19.753327 19.074441
N4 6.881147 19.602684 23.163221
H37 7.679060 19.332395 22.606111
H38 6.833900 20.607357 23.255409
H39 6.923476 19.110541 24.044195
H40 4.315899 20.362951 23.166865
H41 4.312440 18.709193 23.870694
H42 3.620649 18.992126 22.313025
H43 5.882953 17.938706 22.290215
H44 5.556573 20.510375 20.696435
H45 5.327002 18.906912 20.171503
H46 8.639274 19.448211 18.709196
H47 7.516049 20.832476 19.018037
H48 6.889421 19.295696 18.452398
C17 13.810144 20.457839 18.044210
C18 12.910800 20.003059 16.867338
C19 13.419847 18.851764 15.919481
O5 12.474604 18.521963 14.876762
C20 12.780681 17.374867 14.046195
N5 11.535301 19.677276 17.452199
H49 10.866535 19.585872 16.700868
H50 11.708701 18.864805 18.026583
H51 11.170779 20.503882 17.903801
H52 14.625405 21.036659 17.610113
H53 14.298948 19.579782 18.466327
H54 13.332884 20.955417 18.888449
H55 12.723386 20.838193 16.192416
H56 13.731572 18.005873 16.532171
H57 14.285879 19.161236 15.334396
H58 13.046899 16.480307 14.609237
H59 13.547754 17.706137 13.346235
H60 11.934733 17.133138 13.402742
C21 8.591133 17.396899 14.445077
C22 8.758151 16.786426 15.817523
O6 8.383829 17.289551 16.842105
N6 9.529419 15.433354 15.788851
H61 9.979974 15.210096 14.912917
H62 10.305152 15.555600 16.423986
C23 8.620647 14.296110 16.315240
H63 7.868374 16.788589 13.901318
H64 9.491149 17.492577 13.837695
H65 8.191833 18.403626 14.568157
H66 8.026836 14.544821 17.194814
H67 9.190515 13.395342 16.543205
H68 7.956215 14.101845 15.473292
As1 8.779907 21.396373 14.506835
F1 10.080459 20.157177 14.472379
F2 9.787998 22.317296 13.254071
F3 7.477716 22.679997 14.377756
F4 7.815907 20.409367 15.710821
F5 9.662071 22.178732 15.858222
F6 7.910370 20.455028 13.205370
O7 8.668955 11.034394 15.950738
C24 9.417692 10.881575 14.843913
O8 10.497360 10.322153 14.945062
O9 9.009116 11.484333 13.800789
H69 9.298523 10.852102 16.652168
O10 10.183186 13.599178 11.219434
C25 9.727777 14.474101 12.168423
O11 10.379007 14.568528 13.223476
O12 8.664353 15.059386 11.943472
H70 9.403383 13.761268 10.683485
O13 10.114787 16.126612 19.526569
C26 11.245532 16.536013 18.849806
O14 11.852164 17.534451 19.327172
O15 11.674689 16.079530 17.752235
H71 10.137359 16.742036 20.263006
O16 5.683665 14.867843 16.411037
C27 5.093995 14.091078 15.529766
O17 5.638489 13.819581 14.439342
O18 3.991423 13.590879 15.890403
H72 4.886991 14.783856 16.940045

Atomic forces in eV per Å
-0.228 -0.864 0.461
-0.153 0.290 -0.173
2.422 0.775 0.041
-0.574 -0.957 -1.052
-0.287 0.765 -0.205
0.143 -0.980 0.220
0.163 0.026 -0.437
-1.007 0.443 -0.014
0.110 0.012 0.689
0.048 0.248 0.428
-0.045 -0.084 0.123
0.281 0.141 0.168
-0.741 0.459 -0.619
0.152 0.039 -0.339
-0.755 0.048 0.549
0.127 -0.079 -0.435
-0.232 -0.255 0.401
-0.074 -0.030 -0.049
0.395 1.683 1.647
0.437 -0.523 -1.647
1.696 -1.090 -0.257
-0.321 -0.607 0.247
0.672 -0.211 -0.860
-1.219 1.223 0.500
-0.497 -0.699 0.608
1.031 0.135 -0.156
0.199 -0.810 0.878
-0.337 -0.411 -0.064
-0.121 0.371 -0.568
0.132 -0.372 -0.125
-0.164 0.410 0.067
-0.347 -0.219 0.234
0.135 0.299 -0.988
-0.746 -0.165 0.051
-0.147 0.044 1.018
-0.147 0.468 -0.192
1.207 1.609 1.585
1.251 -0.815 0.151
-1.691 -0.467 -1.948
0.337 0.646 0.560
1.288 -0.875 -1.002
-0.449 0.419 1.057
-0.282 -0.057 -0.340
-0.396 0.288 0.467
1.734 -0.502 -1.770
0.302 -0.452 -0.386
-0.340 -0.061 0.186
-0.278 0.092 -0.850
-0.388 -0.319 0.059
-0.045 0.101 0.309
0.001 0.247 0.343
-0.927 0.748 0.274
-0.487 -0.240 -0.044
-0.326 -0.187 0.481
-0.188 0.206 -1.147
-0.302 -0.224 1.867
0.030 -0.035 -0.815
0.354 -0.155 1.549
-1.845 0.379 -0.183
-0.501 -1.329 -1.796
1.101 0.366 -0.148
-0.042 0.336 0.169
-0.150 0.129 0.437
-0.073 -0.001 0.084
0.361 0.108 0.046
-0.078 0.107 -0.056
0.572 0.019 -0.163
0.448 0.558 0.023
-0.164 -0.319 -0.045
-0.126 -0.240 0.722
0.310 0.106 -0.204
0.299 -0.021 -0.511
0.774 -1.354 -1.096
-0.606 0.648 -0.864
-0.343 -0.071 -0.810
-0.624 -0.194 1.658
0.223 1.033 -0.123
1.127 1.051 -1.723
-0.312 -0.976 -0.843
-0.760 -1.123 1.217
0.238 0.101 0.862
-0.157 0.341 0.271
-0.046 -0.169 0.171
-0.255 0.264 -0.475
-0.071 0.156 0.115
-0.291 -0.475 0.055
0.531 0.563 0.653
0.138 0.084 0.142
0.497 -0.392 0.109
-0.330 0.149 0.464
-0.389 0.288 0.553
0.611 0.502 -1.278
0.622 -1.235 -0.440
-1.898 0.655 2.907
-0.305 -0.621 -2.356
0.566 0.210 1.014
0.184 -0.057 -1.078
0.219 -0.274 -0.063
0.152 -0.526 0.243
-0.094 -0.217 0.111
0.402 0.728 -0.188
0.263 0.250 -0.436
-0.042 -0.387 0.111
-0.287 0.509 -2.419
-1.097 0.744 0.590
-1.651 -1.253 2.024
1.950 -1.842 0.696
1.096 1.211 -0.884
-0.939 -0.556 -0.863
0.986 1.071 1.451
-1.498 0.384 2.327
0.402 2.704 -5.361
1.740 -1.546 1.428
-0.589 -1.017 1.754
0.085 -0.494 0.255
-0.486 0.938 0.228
0.860 -0.664 2.004
1.164 0.520 0.958
-1.803 0.981 -1.049
-0.025 -0.859 -1.323
1.114 -0.463 -1.150
1.424 1.546 -1.463
-0.419 0.589 1.240
-1.483 -1.578 0.695
-0.218 0.116 0.343
0.438 1.409 1.472
0.418 -3.369 -5.258
-0.033 1.310 0.783
-1.654 0.016 1.624
-0.040 0.951 1.904

The charge is +1. The frontier orbital gap comes out at 3.111 eV.